{"formula": "C18H47BrF5NO10", "method": "wB97M-V/def2-TZVPD", "e_lumo_ev": -0.6, "max_force_ev_per_a": 8.535, "mol_weight_g_mol": 612.47, "relative_energy_ev": 4.6554, "smiles": "O=C1C[C@](CCCBr)(C(F)(F)C(F)(F)F)CN1.CO.CO.CO.CO.CO.CO.CO.CO.CO", "elements": ["O", "C", "C", "C", "C", "C", "C", "Br", "C", "F", "F", "C", "F", "F", "F", "C", "N", "H", "H", "H", "H", "H", "H", "H", "H", "H", "H", "H", "C", "O", "H", "H", "H", "H", "C", "O", "H", "H", "H", "H", "C", "O", "H", "H", "H", "H", "C", "O", "H", "H", "H", "H", "C", "O", "H", "H", "H", "H", "C", "O", "H", "H", "H", "H", "C", "O", "H", "H", "H", "H", "C", "O", "H", "H", "H", "H", "C", "O", "H", "H", "H", "H"], "coordinates": [[-1.30744, -0.90176, -4.03693], [-0.10202, -0.51882, -3.60777], [0.62042, -0.73081, -2.11422], [1.69574, 0.52079, -1.83993], [3.10363, 0.18555, -1.06990], [3.00365, -0.95391, 0.10348], [3.14995, -2.50355, -0.41545], [3.57748, -3.68394, 1.19289], [1.06895, 2.01092, -1.49956], [2.10811, 3.10708, -1.54398], [0.02492, 2.44890, -2.49987], [0.35602, 2.12928, -0.02840], [0.17994, 0.84781, 0.69248], [1.05960, 3.18303, 0.79490], [-1.03661, 2.68174, -0.22507], [2.20230, 0.65932, -3.42807], [1.01302, 0.25799, -4.32618], [1.39455, -1.59599, -2.39265], [-0.06753, -1.06318, -1.22790], [3.46636, 1.18786, -0.53213], [3.99257, -0.12595, -1.77619], [3.92862, -0.76242, 0.83342], [2.04950, -0.89696, 0.77802], [2.08374, -2.89180, -0.78098], [3.92931, -2.66736, -1.27331], [2.95512, -0.22948, -3.69004], [2.72112, 1.68625, -3.73319], [0.61917, 1.03978, -4.90958], [4.10878, 4.97041, 1.25970], [3.97462, 3.59418, 1.56328], [5.01346, 5.35323, 1.73788], [4.18860, 5.09984, 0.17754], [3.24053, 5.51464, 1.63945], [3.16395, 3.28271, 1.12593], [6.68386, 3.48187, 4.02474], [5.27156, 3.57465, 3.99362], [7.02502, 3.59895, 5.05603], [6.99418, 2.50358, 3.64944], [7.11571, 4.27422, 3.40836], [4.99841, 3.46719, 3.06663], [-0.32715, -4.78268, 2.15423], [0.40939, -4.61137, 0.95744], [-1.30846, -4.31682, 2.03731], [-0.45421, -5.84920, 2.35566], [0.20392, -4.30544, 2.98155], [1.27459, -5.03446, 1.09124], [-3.83293, -3.48863, -4.54919], [-3.36032, -2.90517, -3.34903], [-4.42372, -4.37462, -4.30496], [-4.46070, -2.77033, -5.08225], [-2.98410, -3.78007, -5.17272], [-2.84008, -2.12215, -3.59741], [-0.30717, 6.07603, 0.43399], [-1.71624, 5.99144, 0.32661], [-0.03819, 7.06627, 0.80912], [0.05259, 5.31480, 1.13062], [0.14384, 5.92689, -0.55018], [-1.92453, 5.10269, -0.00835], [-3.35248, 3.98691, -2.62365], [-2.61594, 4.15821, -3.82044], [-4.33379, 4.45276, -2.74057], [-3.47954, 2.92038, -2.42223], [-2.82141, 4.46414, -1.79633], [-1.75074, 3.73512, -3.68664], [-3.62015, -6.50239, 0.23988], [-3.27082, -5.31546, 0.92787], [-3.88542, -7.27108, 0.96953], [-4.47690, -6.30918, -0.41039], [-2.76870, -6.84482, -0.35344], [-3.04045, -4.65235, 0.25506], [-2.19188, -0.09458, 3.16390], [-1.92160, -0.44883, 1.82017], [-2.84684, -0.84935, 3.60550], [-1.25584, -0.05348, 3.72634], [-2.68950, 0.87795, 3.19232], [-1.33894, 0.23865, 1.45499], [-5.44549, -4.48078, 3.74978], [-5.09616, -3.29385, 4.43778], [-5.71077, -5.24947, 4.47944], [-6.30224, -4.28757, 3.09952], [-4.59405, -4.82321, 3.15646], [-4.86579, -2.63074, 3.76496]], "atomic_forces_ev_per_a": [[7.8, 2.6, 2.3], [-2.0, 0.6, -0.5], [0.7, -0.7, -0.4], [0.9, 0.3, -3.3], [0.0, 0.4, 1.9], [1.2, -0.4, 0.8], [-1.6, 0.5, -0.7], [0.0, 1.0, -1.3], [0.1, 1.2, -0.9], [-3.0, -3.5, 0.1], [3.2, -1.5, 2.9], [-2.5, 2.1, 1.5], [1.3, 4.7, -2.4], [-2.3, -4.2, -2.3], [4.6, -2.0, 1.0], [-0.3, -1.3, -0.9], [-2.8, 0.3, 1.1], [-1.7, 1.6, 0.9], [1.3, 0.7, -1.9], [-0.8, -2.1, -1.2], [-2.1, 0.7, 1.1], [-2.0, -0.4, -1.6], [1.7, 0.0, -1.5], [2.5, 0.7, 0.9], [-1.3, 0.3, 1.9], [-1.3, 2.1, 1.1], [-1.5, -2.2, 0.7], [0.5, -1.3, 0.7], [-0.2, 0.3, -0.2], [-0.3, -0.5, -0.4], [-0.2, -0.1, 0.0], [0.0, 0.2, 0.0], [0.1, 0.2, 0.0], [0.5, 0.1, 0.4], [-0.3, 0.0, -0.1], [0.0, 0.0, -0.1], [-0.1, 0.0, -0.1], [0.3, 0.0, 0.0], [0.3, 0.0, 0.0], [-0.2, -0.1, 0.5], [0.0, 0.0, 0.2], [0.4, -0.1, -0.4], [0.3, -0.2, 0.0], [-0.2, 0.1, 0.2], [-0.1, 0.0, 0.2], [-0.5, 0.3, -0.2], [0.2, 0.2, 0.1], [0.1, 0.2, 0.1], [0.1, 0.1, 0.0], [-0.1, -0.2, -0.2], [-0.1, -0.1, -0.2], [-0.1, -0.3, 0.2], [-0.1, -0.2, 0.0], [-0.3, -0.3, -0.1], [-0.1, -0.1, -0.1], [0.2, 0.2, 0.0], [0.3, 0.0, 0.0], [0.0, 0.5, 0.2], [0.1, -0.2, 0.0], [0.5, -0.1, -0.2], [0.2, 0.0, -0.1], [-0.2, 0.0, 0.2], [-0.2, 0.0, 0.1], [-0.5, 0.3, -0.1], [0.0, 0.1, -0.2], [0.1, 0.5, -0.1], [0.1, 0.2, 0.0], [0.0, -0.3, -0.1], [-0.1, -0.2, -0.1], [-0.1, -0.3, 0.4], [0.1, 0.1, -0.1], [0.2, 0.2, -0.5], [0.1, 0.1, -0.1], [-0.1, 0.0, 0.3], [0.0, 0.0, 0.3], [-0.7, -0.6, 0.3], [0.1, 0.0, -0.2], [0.2, 0.6, 0.0], [0.0, 0.2, 0.0], [0.0, -0.3, -0.1], [-0.2, -0.2, -0.1], [-0.1, -0.4, 0.4]]}

---

{"formula": "C18H47N5O6P", "method": "wB97M-V/def2-TZVPD", "e_lumo_ev": -4.0, "max_force_ev_per_a": 0.745, "total_charge": 1, "mol_weight_g_mol": 460.58, "elements": ["C", "C", "C", "O", "C", "N", "C", "N", "N", "P", "C", "O", "H", "H", "H", "H", "H", "H", "H", "H", "H", "H", "H", "H", "H", "H", "H", "H", "H", "C", "O", "C", "C", "N", "C", "C", "O", "C", "H", "H", "H", "H", "H", "H", "H", "H", "H", "H", "H", "H", "H", "H", "H", "C", "O", "C", "C", "N", "C", "C", "O", "C", "H", "H", "H", "H", "H", "H", "H", "H", "H", "H", "H", "H", "H", "H", "H"], "coordinates": [[2.02113, -4.27300, -1.61339], [0.64890, -3.91171, -2.22091], [-0.46694, -4.92550, -1.96025], [-0.68613, -5.83283, -3.04551], [0.27596, -6.85684, -3.13610], [0.26996, -7.41102, -4.47494], [0.82646, -6.52658, -5.41418], [1.94151, -6.85773, -6.17305], [0.30181, -5.35521, -5.59191], [0.91400, -4.18350, -6.78788], [-0.21716, -2.85427, -6.27236], [2.28497, -3.77902, -5.99609], [2.32487, -3.56273, -0.85043], [1.97461, -5.24646, -1.12453], [2.80090, -4.29697, -2.37223], [0.32282, -2.97452, -1.76723], [0.71570, -3.70985, -3.29027], [-0.27124, -5.47999, -1.03949], [-1.40643, -4.39785, -1.81425], [0.04745, -7.66206, -2.43544], [1.28040, -6.49874, -2.90030], [-0.63891, -7.77075, -4.74365], [1.90012, -7.83800, -6.42739], [2.82175, -6.65428, -5.71101], [-0.48295, -5.09266, -4.99786], [-1.24455, -3.12079, -6.51705], [0.07527, -1.97131, -6.83689], [-0.14607, -2.64538, -5.20335], [2.82447, -3.24945, -6.59024], [-1.02220, 2.01641, 1.46305], [0.15397, 2.36961, 0.74850], [1.01960, 1.27866, 0.48125], [1.09421, 1.01625, -1.00727], [-0.17003, 0.48773, -1.50760], [-0.25568, 0.40532, -2.96030], [-0.23172, 1.70375, -3.75995], [-1.36678, 2.51524, -3.56030], [-1.28907, 3.42635, -2.47585], [-1.54606, 2.94051, 1.69974], [-1.68540, 1.38297, 0.86141], [-0.77563, 1.51068, 2.39624], [0.69864, 0.38265, 1.02033], [2.01711, 1.54892, 0.84081], [1.88766, 0.28846, -1.20587], [1.37228, 1.96053, -1.49384], [-0.92170, 1.07594, -1.17092], [-1.19374, -0.10666, -3.19533], [0.55821, -0.23898, -3.31554], [-0.24066, 1.43297, -4.82044], [0.68792, 2.27705, -3.59338], [-0.26515, 3.77006, -2.31006], [-1.67742, 2.99213, -1.55075], [-1.90887, 4.28627, -2.72623], [-0.85254, 7.17833, 5.62543], [-0.02310, 6.41207, 6.47666], [-0.66327, 5.96420, 7.66581], [-0.78452, 4.45679, 7.66978], [-1.74081, 4.00760, 6.66591], [-1.77112, 2.56409, 6.46304], [-0.52233, 1.89924, 5.89517], [-0.23116, 2.26874, 4.55825], [0.55931, 3.43640, 4.40308], [-0.23163, 7.54161, 4.80849], [-1.67085, 6.58212, 5.20639], [-1.27397, 8.03884, 6.15305], [-1.64415, 6.43289, 7.78170], [-0.04049, 6.27023, 8.51090], [-1.12428, 4.12789, 8.65587], [0.22085, 4.04530, 7.50353], [-1.52174, 4.45572, 5.78579], [-2.59797, 2.34998, 5.78095], [-2.01588, 2.08506, 7.41596], [-0.70838, 0.82182, 5.87370], [0.35734, 2.05062, 6.53105], [1.25808, 3.56431, 5.23284], [-0.05673, 4.33460, 4.30894], [1.12717, 3.32777, 3.47823]], "atomic_forces_ev_per_a": [[-0.2, -0.1, -0.2], [0.1, 0.1, 0.6], [0.0, 0.4, 0.1], [0.0, 0.1, -0.1], [-0.2, -0.2, 0.3], [0.3, -0.2, -0.4], [-0.2, 0.2, -0.1], [-0.7, -0.2, 0.2], [0.5, 0.1, -0.1], [-0.4, 0.1, -0.5], [0.2, -0.2, 0.3], [-0.2, 0.0, 0.3], [0.0, 0.1, 0.0], [0.1, -0.1, 0.0], [0.1, -0.1, 0.0], [-0.1, 0.1, -0.1], [0.0, 0.0, -0.1], [0.0, -0.1, 0.0], [-0.1, -0.1, -0.2], [-0.1, 0.0, 0.0], [0.1, 0.1, -0.1], [-0.1, 0.0, 0.0], [0.3, -0.2, 0.3], [0.1, 0.3, -0.2], [0.0, -0.2, 0.3], [-0.1, 0.1, -0.2], [-0.1, 0.1, 0.0], [0.1, 0.1, 0.0], [0.5, 0.0, 0.0], [0.0, 0.0, -0.1], [-0.2, -0.1, 0.0], [0.2, 0.1, 0.0], [-0.2, 0.0, 0.0], [0.1, 0.0, -0.1], [-0.1, -0.1, 0.1], [0.1, -0.1, -0.2], [0.0, 0.0, 0.1], [-0.1, 0.0, -0.1], [0.0, 0.0, 0.0], [0.0, 0.0, 0.0], [0.0, 0.0, 0.0], [-0.1, 0.0, 0.0], [0.0, 0.0, 0.0], [0.0, 0.0, 0.0], [0.1, 0.0, 0.0], [0.0, 0.0, 0.0], [0.0, 0.0, -0.1], [0.1, 0.0, 0.0], [0.0, 0.0, 0.0], [0.0, 0.0, 0.1], [0.0, 0.0, 0.0], [0.1, 0.0, 0.0], [0.0, 0.0, 0.0], [0.1, 0.0, 0.0], [-0.1, 0.0, -0.1], [0.2, 0.0, 0.2], [-0.1, 0.0, -0.2], [0.1, 0.0, 0.0], [-0.1, 0.1, -0.1], [0.0, -0.2, 0.1], [0.1, 0.1, 0.1], [0.0, -0.1, -0.2], [0.0, 0.0, 0.0], [-0.1, 0.0, 0.0], [0.0, 0.0, 0.0], [0.0, 0.0, -0.1], [0.0, 0.0, 0.0], [0.0, 0.0, 0.0], [0.0, 0.0, 0.1], [0.0, 0.0, 0.0], [0.0, 0.0, 0.0], [0.0, 0.0, 0.0], [0.0, 0.0, 0.0], [0.0, 0.1, 0.0], [0.0, 0.0, 0.0], [0.0, 0.0, 0.1], [0.0, 0.0, 0.0]]}